Computed, not measured: 2 unconnected molecules or ions with the total composition CH2IOP at a distorted geometry, with the ωB97M-V functional and the def2-TZVPD basis.

Summary:
Charge: 0
M: 187.904 g mol⁻¹
Total energy: -20504.3650 eV
Max |F|: 0.088 hartree/bohr

XYZ file:
```
6
Properties=species:S:1:pos:R:3:forces:R:3
C 0.266 -0.308 -0.111 -1.34 -2.27 3.67
O -1.731 1.336 -0.411 -1.55 0.00 -0.92
P -0.462 1.298 0.289 1.63 0.52 1.30
I 2.345 -0.582 0.030 0.12 0.14 -0.38
H -0.297 -0.715 -0.957 0.50 -0.52 0.16
H -0.122 -1.029 1.160 0.62 2.13 -3.83
```
Forces are in eV/Å.

Atomic partial charges in e from the natural (NBO) method, atoms 1 to 5: -1.044, -0.987, 1.348, 0.173, 0.256

***

Computed, not measured: 2 unconnected molecules or ions with the total composition CH2IOP at a distorted geometry, with the ωB97M-V functional and the def2-TZVPD basis.

Summary:
Charge: 0
M: 187.904 g mol⁻¹
Total energy: -20502.5907 eV
Max |F|: 0.053 hartree/bohr

XYZ file:
```
6
Properties=species:S:1:pos:R:3:forces:R:3
C -0.377 0.774 0.174 0.72 0.86 -0.30
O -0.693 0.408 1.277 -0.12 1.61 -0.85
P 0.078 -0.426 -1.165 1.57 -0.27 0.95
I -0.895 -2.374 -0.151 0.11 -0.07 -0.21
H -0.165 1.905 -0.291 -0.68 -2.03 1.69
H 2.053 -0.287 0.155 -1.60 -0.10 -1.27
```
Forces are in eV/Å.

Atomic partial charges in e from the natural (NBO) method, atoms 1 to 5: 0.087, -0.506, 0.329, -0.043, 0.134

***

Computed, not measured: a molecular structure, CH2IPS at a distorted geometry, with the ωB97M-V functional and the def2-TZVPD basis.

Summary:
Charge: 0
M: 203.972 g mol⁻¹
Total energy: -29290.2493 eV
Multiplicity: 3
Max |F|: 0.096 hartree/bohr

XYZ file:
```
6
Properties=species:S:1:pos:R:3:forces:R:3
C 0.590 -0.515 -0.277 -2.44 2.59 3.41
P 0.328 1.380 0.317 0.93 -3.94 -1.01
S -0.612 1.495 2.070 0.24 -0.22 -0.12
I -2.027 -0.116 -1.140 0.60 -0.49 -0.01
H 1.073 -0.712 -1.142 1.53 0.81 -3.32
H 0.648 -1.533 0.172 -0.86 1.25 1.05
```
Forces are in eV/Å.

Atomic partial charges in e from the natural (NBO) method, atoms 1 to 5: -0.584, 0.489, -0.101, -0.201, 0.173

***

Computed, not measured: a single CH2N2O2 molecule at a distorted geometry, with the ωB97M-V functional and the def2-TZVPD basis.

Summary:
SMILES: O=C1NN1O
Charge: 0
M: 74.039 g mol⁻¹
Total energy: -8140.3874 eV
Max |F|: 0.058 hartree/bohr

XYZ file:
```
7
Properties=species:S:1:pos:R:3:forces:R:3
O -2.956 0.346 -0.276 -0.99 0.50 0.18
C -1.942 -0.011 0.182 2.76 -0.87 -0.79
N -0.931 -0.926 0.148 -2.02 -1.35 0.68
N -0.671 0.303 0.869 0.21 0.51 -0.21
O 0.138 1.003 -0.103 -0.82 -0.92 -0.51
H -0.432 -1.106 -0.711 0.28 0.16 -0.17
H 0.276 1.822 0.314 0.58 1.98 0.82
```
Forces are in eV/Å.

Atomic partial charges in e from the natural (NBO) method, atoms 1 to 5: -0.490, 0.771, -0.508, -0.053, -0.596

***

Computed, not measured: 2 unconnected molecules or ions with the total composition CH2N2O2 at a distorted geometry, with the ωB97M-V functional and the def2-TZVPD basis.

Summary:
SMILES: N#[N+][O-].C=O
Charge: 0
M: 74.039 g mol⁻¹
Total energy: -8141.1691 eV
Max |F|: 0.078 hartree/bohr

XYZ file:
```
7
Properties=species:S:1:pos:R:3:forces:R:3
N 0.903 -0.492 0.587 0.12 -1.49 1.78
N 1.875 -0.175 0.159 -2.29 0.16 0.22
O 2.732 0.313 -0.419 3.38 1.05 -1.44
C -1.356 0.054 -0.124 -3.23 1.29 1.98
O -1.117 1.213 0.037 0.54 0.74 -0.45
H -0.735 -0.606 -0.635 0.71 -1.33 -1.38
H -2.302 -0.307 0.395 0.76 -0.43 -0.71
```
Forces are in eV/Å.

Atomic partial charges in e from the natural (NBO) method, atoms 1 to 5: -0.121, 0.446, -0.323, 0.282, -0.513

***

Computed, not measured: a single CH2N2O2 molecule at a distorted geometry, with the ωB97M-V functional and the def2-TZVPD basis.

Summary:
SMILES: [H]/N=C/ON=O
Charge: 0
M: 74.039 g mol⁻¹
Total energy: -8140.8117 eV
Max |F|: 0.047 hartree/bohr

XYZ file:
```
7
Properties=species:S:1:pos:R:3:forces:R:3
H 1.258 0.583 -0.222 -1.42 0.55 0.23
N 0.350 1.097 -0.071 1.83 0.24 -0.44
C -0.640 0.356 -0.221 1.45 -0.20 0.67
O -1.830 0.913 -0.045 -1.25 2.07 0.18
N -3.058 0.315 0.141 -0.86 -2.13 -0.25
O -3.117 -0.862 -0.008 0.64 1.55 0.18
H -0.568 -0.672 -0.336 -0.39 -2.08 -0.56
```
Forces are in eV/Å.

Atomic partial charges in e from the natural (NBO) method, atoms 1 to 5: 0.352, -0.609, 0.345, -0.376, 0.413

***

Computed, not measured: a single CH2N2O2S molecule at a distorted geometry, with the ωB97M-V functional and the def2-TZVPD basis.

Summary:
Charge: 0
M: 106.106 g mol⁻¹
Total energy: -18976.6305 eV
Max |F|: 0.066 hartree/bohr

XYZ file:
```
8
Properties=species:S:1:pos:R:3:forces:R:3
C -0.742 0.607 -0.101 0.12 0.01 -0.64
N 0.403 1.112 -0.260 3.35 0.45 -0.47
N -0.863 -0.707 -0.042 -0.64 -0.71 0.82
O 2.281 0.236 1.129 -0.49 -0.85 -1.94
O 0.345 -1.365 -0.070 1.28 0.75 -0.62
S 1.690 -0.001 -0.202 -2.00 0.46 2.60
H -1.481 1.361 -0.047 -1.68 -0.17 0.07
H -1.635 -1.243 -0.409 0.05 0.06 0.17
```
Forces are in eV/Å.

Atomic partial charges in e from the natural (NBO) method, atoms 1 to 5: 0.251, -0.737, -0.296, -0.847, -0.553

***

Computed, not measured: a single CH2N2O2S molecule at a distorted geometry, with the ωB97M-V functional and the def2-TZVPD basis.

Summary:
Charge: 0
M: 106.106 g mol⁻¹
Total energy: -18975.6655 eV
Max |F|: 0.083 hartree/bohr

XYZ file:
```
8
Properties=species:S:1:pos:R:3:forces:R:3
C 1.287 -2.047 -1.641 -0.01 0.28 1.42
N 0.915 -2.477 -2.636 -0.03 -0.13 -0.52
N 0.413 0.772 0.553 -0.90 0.09 -3.66
O 0.670 -2.001 0.982 1.35 0.12 -1.11
O 1.391 0.125 -0.214 1.76 -0.70 -0.48
S 1.753 -1.561 0.074 -2.29 1.09 0.47
H 0.482 0.470 1.443 0.75 -1.05 4.08
H -0.442 0.329 0.245 -0.62 0.31 -0.20
```
Forces are in eV/Å.

Atomic partial charges in e from the natural (NBO) method, atoms 1 to 5: -0.050, -0.243, -0.428, -0.879, -0.563

***

Computed, not measured: a single CH2N2O2S molecule at a distorted geometry, with the ωB97M-V functional and the def2-TZVPD basis.

Summary:
SMILES: O=[N+]([O-])/N=C/S
Charge: 0
M: 106.106 g mol⁻¹
Total energy: -18975.1314 eV
Max |F|: 0.054 hartree/bohr

XYZ file:
```
8
Properties=species:S:1:pos:R:3:forces:R:3
O 2.363 -0.817 -0.329 0.59 -0.46 -0.40
N 1.607 0.015 0.085 -0.31 0.77 -0.65
O 1.881 1.032 0.671 0.37 0.67 0.28
N 0.292 -0.288 0.013 -1.80 -1.55 1.43
C -0.761 0.251 -0.416 1.14 0.16 -0.28
S -2.372 -0.193 0.046 -0.60 -0.09 0.02
H -0.781 1.035 -1.175 0.03 0.19 0.07
H -2.229 -1.035 1.106 0.59 0.31 -0.48
```
Forces are in eV/Å.

Atomic partial charges in e from the natural (NBO) method, atoms 1 to 5: -0.360, 0.634, -0.382, -0.337, 0.001

***

Computed, not measured: 2 unconnected molecules or ions with the total composition CH2N2O2S at a distorted geometry, with the ωB97M-V functional and the def2-TZVPD basis.

Summary:
SMILES: O=NN=C=S.O
Charge: 0
M: 106.106 g mol⁻¹
Total energy: -18976.1687 eV
Max |F|: 0.071 hartree/bohr

XYZ file:
```
8
Properties=species:S:1:pos:R:3:forces:R:3
O -1.605 -0.192 -2.094 0.04 0.16 1.39
N -1.023 -0.842 -1.269 0.94 -1.57 -3.14
N -1.120 -0.537 -0.008 -0.92 1.23 2.53
C -0.728 -0.825 1.097 -0.32 0.20 -0.86
S -0.358 -1.054 2.588 0.13 -0.09 0.08
O 1.253 1.015 -0.108 -0.10 0.04 -0.05
H 1.586 1.779 -0.589 0.08 -0.06 0.06
H 1.995 0.655 0.384 0.16 0.09 -0.01
```
Forces are in eV/Å.

Atomic partial charges in e from the natural (NBO) method, atoms 1 to 5: -0.268, 0.259, -0.345, 0.253, 0.099

***

Computed, not measured: 2 unconnected molecules or ions with the total composition CH2N2O3 at a distorted geometry, with the ωB97M-V functional and the def2-TZVPD basis.

Summary:
Charge: 0
M: 90.038 g mol⁻¹
Total energy: -10183.9691 eV
Max |F|: 0.116 hartree/bohr

XYZ file:
```
8
Properties=species:S:1:pos:R:3:forces:R:3
C 0.262 0.587 0.230 -3.33 -4.94 0.35
N -0.270 1.857 0.365 -0.91 2.03 -0.25
N 1.722 0.624 0.029 -0.55 -0.86 0.77
O -1.412 2.038 0.053 0.29 -0.37 0.05
O 2.207 -0.365 0.531 1.35 -0.28 -0.28
O 2.275 1.546 -0.509 -0.19 -0.08 -0.18
H -0.546 -0.468 -0.675 2.48 3.19 2.16
H 0.027 0.055 1.300 0.85 1.31 -2.63
```
Forces are in eV/Å.

Atomic partial charges in e from the natural (NBO) method, atoms 1 to 5: -0.199, 0.106, 0.499, -0.227, -0.363

***

Computed, not measured: a molecular structure, CH2N2O3 at a distorted geometry, with the ωB97M-V functional and the def2-TZVPD basis.

Summary:
Charge: 0
M: 90.038 g mol⁻¹
Total energy: -10184.8401 eV
Max |F|: 0.083 hartree/bohr

XYZ file:
```
8
Properties=species:S:1:pos:R:3:forces:R:3
C 0.340 0.057 1.137 1.80 -2.88 2.59
N -0.424 -0.652 0.173 0.76 -2.02 -1.43
N -0.231 -0.062 -1.508 -0.91 2.90 2.37
O -0.219 -0.951 -2.269 0.24 -0.31 -0.11
O -0.230 1.153 -1.640 0.18 -1.87 -0.13
O -1.023 0.100 1.169 -1.53 1.42 -0.60
H 0.877 -0.539 1.978 -1.21 0.50 -1.52
H 0.910 0.893 0.960 0.68 2.27 -1.18
```
Forces are in eV/Å.

Atomic partial charges in e from the natural (NBO) method, atoms 1 to 5: 0.030, -0.050, 0.602, -0.274, -0.352